Below is 2 unconnected molecules or ions with the total composition C2HClO4, with properties calculated with ωB97M-V with the def2-TZVPD basis set.

The HOMO energy comes out at -11.24 eV. The energy above the lowest of the compared OMol25 structures with the same formula, charge and spin is 0.152 eV. Its SMILES is O=C(O)Cl.O=C=O. For the gap between HOMO and LUMO, the calculation gives 0.421 Eh. As for the total charge: 0.

Last column: Löwdin charge in e.
Positions of all 8 atoms, in Å:
O -1.416 1.229 1.326  0.10
C -1.465 0.464 0.444  -0.97
O -1.255 -0.852 0.377  -0.02
Cl -1.994 0.885 -1.191  0.69
H -0.682 -1.275 1.087  0.16
O 3.021 0.026 -1.529  0.24
C 2.282 -0.106 -0.669  -0.40
O 1.508 -0.371 0.154  0.20

Below is 2 unconnected molecules or ions with the total composition C5H17N2O, with properties calculated with ωB97M-V with the def2-TZVPD basis set.

The HOMO energy (spin up / spin down) comes out at -18.82 / -18.80 eV. The expectation value of S² is 0.754. The energy above the lowest of the compared OMol25 structures with the same formula, charge and spin is 2.051 eV. Its spin multiplicity is 2. For the gap between HOMO and LUMO (spin up / spin down), the calculation gives 0.433 / 0.238 Eh. As for the total charge: +2.

Last column: Löwdin charge in e.
Positions of all 25 atoms, in Å:
N -0.277 2.368 0.280  0.25
C -0.354 0.864 0.046  -0.22
C 0.283 0.513 -1.293  -0.38
C 1.603 1.245 -1.607  -0.03
C 0.354 -1.021 -1.552  -0.04
C 0.358 0.192 1.255  -0.09
N -0.559 -0.553 2.100  0.36
H 0.697 2.674 0.172  0.17
H -0.731 2.641 1.151  0.18
H -0.743 2.838 -0.513  0.20
H -1.337 0.386 -0.064  0.18
H -0.411 0.774 -2.071  0.13
H 2.168 0.632 -2.339  0.11
H 2.344 1.123 -0.823  0.09
H 1.341 2.226 -2.003  0.10
H 1.264 -1.383 -2.057  0.10
H -0.436 -1.171 -2.306  0.11
H 0.325 -1.799 -0.796  0.05
H 0.820 0.967 1.858  0.15
H 1.072 -0.535 0.840  0.16
H -0.605 -1.579 1.965  0.13
H -0.504 -0.326 3.099  0.18
H -1.284 -3.800 1.087  0.08
H -1.793 -3.130 -0.178  0.07
O -1.221 -2.989 0.573  -0.04

Below is 2 unconnected molecules or ions with the total composition C8H22Si2, with properties calculated with ωB97M-V with the def2-TZVPD basis set.

The HOMO energy (spin up / spin down) comes out at -6.76 / -7.45 eV. The energy above the lowest of the compared OMol25 structures with the same formula, charge and spin is 6.009 eV. For the gap between HOMO and LUMO (spin up / spin down), the calculation gives 0.225 / 0.272 Eh. As for the total charge: 0.

Last column: Löwdin charge in e.
Positions of all 32 atoms, in Å:
C -1.601 -2.235 -0.244  -0.18
C -1.537 1.202 0.610  -0.20
C -0.624 -0.905 4.305  -0.20
C 1.722 2.774 -2.091  -0.35
C 1.993 0.414 -4.509  -0.31
C -0.092 -1.757 -0.200  -0.35
C -0.231 0.981 1.312  -0.37
C -1.034 -1.561 3.022  -0.40
Si 2.183 1.005 -2.672  0.67
Si 0.087 -0.953 1.578  0.82
H -1.800 -2.932 0.514  0.03
H -2.241 -1.403 -0.046  0.03
H -1.843 -2.740 -1.240  0.09
H -1.530 0.674 -0.321  0.04
H -2.280 0.908 1.346  0.06
H -1.890 2.242 0.359  0.08
H -1.305 -1.070 5.087  0.05
H 0.379 -1.322 4.550  0.08
H -0.644 0.191 4.158  0.07
H 0.588 2.684 -1.979  0.00
H 2.009 2.965 -0.936  0.06
H 1.929 3.764 -2.648  0.03
H 2.258 -0.587 -4.713  -0.02
H 0.870 0.529 -4.820  0.05
H 2.659 1.017 -5.137  0.01
H 0.095 -1.007 -1.092  0.05
H 0.690 -2.540 -0.381  0.05
H -0.006 1.591 2.212  0.06
H 0.573 1.196 0.594  0.02
H -1.964 -1.227 2.672  0.03
H -1.093 -2.685 3.136  0.09
H 3.679 0.786 -2.426  -0.08

Below is a single C10H13NOSe molecule, with properties calculated with ωB97M-V with the def2-TZVPD basis set.

The HOMO energy (spin up / spin down) comes out at -7.05 / -6.57 eV. The energy above the lowest of the compared OMol25 structures with the same formula, charge and spin is 2.490 eV. For the gap between HOMO and LUMO (spin up / spin down), the calculation gives 0.252 / 0.212 Eh. As for the total charge: 0.

Last column: Löwdin charge in e.
Positions of all 26 atoms, in Å:
C -2.728 1.314 -0.397  -0.08
C -2.339 2.607 -0.554  -0.11
C -1.882 0.344 0.186  -0.02
C -1.093 3.020 -0.108  -0.10
C -0.623 0.742 0.611  -0.39
C -0.255 2.062 0.386  -0.46
C 2.370 0.922 0.353  -0.57
C 2.535 1.089 -1.109  -0.07
C -0.074 -2.285 0.268  -0.05
C 0.108 -1.403 1.555  -0.30
N 0.216 -0.022 1.363  -0.05
O 3.020 0.070 1.111  0.02
Se 1.450 2.406 1.220  1.09
H -3.726 1.038 -0.693  0.10
H -3.043 3.170 -1.114  0.09
H -2.222 -0.522 0.534  0.06
H -0.717 3.945 -0.069  0.06
H 3.149 1.965 -1.453  0.12
H 1.534 1.379 -1.397  0.07
H 2.902 0.117 -1.454  0.10
H 0.945 -2.475 -0.124  0.08
H -0.556 -3.216 0.495  0.06
H -0.639 -1.709 -0.410  0.03
H -0.677 -1.564 2.314  0.12
H 0.927 -1.733 2.069  0.06
H 2.589 0.157 2.016  0.13

> Which formula does entry 3 have?

C8H22Si2

> Number 1 is which compound?

C2HClO4

> Which value of energy above the lowest of the compared OMol25 structures with the same formula, charge and spin does entry 3 give?

6.009 eV